No. 1
49
Properties=species:S:1:pos:R:3:forces:R:3 method="wB97M-V/def2-TZVPD" e_above_lowest_kj_mol=0.0 total_charge=+1 homo_ha=-0.490 homo_lumo_gap_ha=0.4080
O -1.4861 -0.1268 -1.3916 -0.1026 1.2447 -0.3130
C -0.4557 0.1348 -0.4628 -0.5960 -0.4214 0.2215
C 0.9004 -0.3575 -1.0315 -0.2430 0.9156 1.2213
N 1.7259 -0.9800 0.0951 -0.0715 -0.1259 0.0385
C 3.1530 -0.8948 -0.3830 0.7486 0.1441 0.3884
C 3.2333 0.3267 -1.3405 1.4051 -0.1935 -0.9845
C 1.7696 0.7659 -1.5910 0.5102 0.8995 -1.3890
H -1.5994 -1.0708 -1.4920 -0.2259 -0.8636 -0.2166
H -0.5130 1.2350 -0.3155 0.5863 -0.9122 0.1000
H -0.7380 -0.3603 0.5059 0.6514 0.4863 -0.7025
H 0.7495 -1.1287 -1.7883 0.0148 0.0267 0.2719
H 1.6122 -0.4141 0.9901 -0.0461 -0.5246 -1.2169
H 1.3514 -1.9705 0.3084 0.9068 1.5151 -0.3865
H 3.4491 -1.8027 -0.9052 -0.4430 -0.1263 0.0887
H 3.8459 -0.7911 0.4837 -0.7064 -0.0640 -0.5144
H 3.7675 0.0326 -2.3237 -0.9047 0.3413 1.6313
H 3.8958 1.1152 -0.8799 -0.9881 -0.6077 -0.5202
H 1.6335 1.7608 -1.1258 -0.3836 -0.7123 0.1386
H 1.5402 0.9511 -2.6997 0.3740 -0.4790 1.5514
H -1.8880 4.3010 0.0856 0.3730 -0.6116 -0.1572
H -1.4346 3.1047 -0.8994 -0.3066 0.5540 0.5065
O -1.3384 3.4948 0.0281 -0.3174 0.4587 -0.7526
H -2.6214 -1.7696 1.6382 -0.0205 -0.6096 -0.1728
H -2.7751 -3.3644 1.8269 1.0872 1.3107 -0.9982
O -2.2468 -2.6709 1.3208 -1.4930 -0.4571 1.1495
H -0.0636 -3.2137 -1.2498 0.4294 -0.1249 -0.0721
H 1.0795 -4.2539 -1.2979 0.0147 0.7085 0.1703
O 0.9136 -3.3029 -1.1487 -0.2323 -0.9119 -0.1743
H -1.4568 2.3716 1.3064 -0.2749 -0.3107 0.3462
H -0.5346 1.3992 2.0786 0.1132 -0.0503 0.1038
O -1.4587 1.6763 1.9982 -0.4610 0.1557 0.0679
H -2.4109 -3.2946 -1.7801 0.4562 0.3601 0.3212
H -1.9798 -2.7923 -0.3105 0.0691 -0.1408 -1.4178
O -1.7285 -2.7788 -1.3095 -0.8685 -0.4734 1.1920
H -1.6474 1.4207 -2.2228 -0.0738 0.0393 -0.0516
H -2.3717 2.5336 -2.9429 -2.2228 0.6312 -1.7045
O -1.6532 2.3875 -2.3949 2.2933 -0.7578 1.7510
H 1.4422 1.2273 2.8367 1.5075 0.3830 4.5053
H 1.3539 2.0356 1.5433 -0.0399 -0.5525 0.3223
O 1.1693 1.1538 1.9909 -0.8524 0.1835 -4.7860
H 0.5091 -2.6271 2.7996 -0.4508 0.4386 -1.2369
H -0.6332 -2.4142 1.6769 1.2101 -0.1278 0.7406
O 0.3325 -2.2362 1.9076 -0.6844 -0.6144 0.9993
H -4.0146 -0.0448 2.1227 -3.0055 1.2213 -0.4836
H -2.5298 0.3749 2.1545 -0.2758 0.1365 0.0199
O -3.1769 -0.3710 2.2516 3.3924 -1.4002 0.3483
H 1.8106 4.0786 0.1942 0.0606 0.2302 -0.1842
H 0.2761 3.6281 0.4208 1.3933 0.1425 0.2472
O 1.2421 3.5218 0.7218 -1.3068 -0.3538 -0.0075

***

No. 2
179
Properties=species:S:1:pos:R:3:forces:R:3 method="wB97M-V/def2-TZVPD" homo_ha=-0.314 homo_lumo_gap_ha=0.3102
C 1.0639 -2.3629 5.4635 2.6464 1.6297 -6.0767
C 1.5216 -2.2295 4.2238 -3.5214 0.3187 5.4261
C 1.6479 -1.7562 2.6653 1.0828 -0.1165 1.7896
C 1.9536 -0.1388 2.6709 0.2887 -1.0005 1.6909
C 2.6935 0.3794 1.3656 0.4798 -1.2371 -0.3299
C 2.3218 1.8059 0.7104 1.7843 -0.3885 -0.5907
C 2.0591 3.0212 1.7569 3.9654 1.1951 -0.6749
C 3.0138 2.9348 3.1006 0.3905 1.9452 0.5401
C 4.5742 2.7651 2.7433 0.6286 0.3793 -1.3909
C 5.2909 3.4819 1.7136 -1.8978 -1.5715 2.0304
O 0.7690 3.4740 2.0832 -0.8341 -1.7956 -0.8825
S -0.5887 2.4805 1.9769 -3.5191 2.9222 -2.1560
O -1.5388 3.4765 1.2517 3.0003 -3.3547 1.8913
O -0.3822 1.1857 1.0161 0.3157 1.4181 0.5402
C -0.1170 1.1484 -0.3810 0.3673 -1.3739 -2.2084
C -1.2303 1.7497 -1.3765 0.2542 1.2253 -0.9970
C -2.6357 1.0266 -1.4895 -1.2295 -0.2964 -0.3401
C -3.6721 1.2155 -0.2707 -1.0233 -0.7767 0.0038
C -3.8236 -0.1211 0.6669 -1.4271 1.1229 -0.1363
C -4.5679 -1.3437 -0.1120 0.6402 -0.8816 1.0542
C -4.0537 -2.7372 0.5942 -0.8210 0.0119 0.0936
O -3.3238 -3.5737 -0.3549 1.2128 0.3077 1.6550
C -2.0749 -4.0488 0.2403 0.7776 -0.6420 -0.2480
C -0.1714 -0.4748 -0.5510 -0.2233 -0.4905 1.8668
C 0.1343 -1.2495 -1.8568 0.9310 -1.8275 -0.8225
C -0.3272 -0.7838 -3.3090 0.5243 -0.9636 -1.2058
C -0.1206 -2.0676 -4.3060 2.3531 -0.4172 -2.2570
O 0.8818 -2.1835 -5.0873 -4.3229 0.3727 3.5177
O -1.1545 -3.0622 -4.2802 2.5887 1.1412 0.1953
C 1.3952 1.7975 -0.6114 -1.4577 2.8084 1.0611
C 1.3034 3.3676 -1.1314 0.2964 0.4888 -1.4173
C 2.7494 3.9022 -1.6904 2.3696 0.7923 -0.0984
C 3.0508 3.8856 -3.3069 -1.5461 0.7011 0.5930
N 3.7209 4.4060 -0.9491 -2.8159 -1.3702 -1.1748
O 1.9050 1.2136 -1.8292 3.7262 -2.5367 -0.6309
C 3.1474 0.6030 -1.8697 3.2156 -2.3224 2.3009
N 4.2132 -0.0095 -1.7035 -6.7841 4.0735 -1.4717
H 0.8052 -2.2071 6.5833 0.7144 -0.6942 -2.6901
H 0.6818 -2.0297 2.1116 1.5551 0.2948 0.8297
H 2.5911 -2.2929 2.2466 -1.8715 0.7995 0.4612
H 0.9816 0.3582 2.9993 1.3216 -0.4211 -0.7623
H 2.6850 -0.0097 3.5749 -1.3747 -0.1394 -1.6279
H 3.8355 0.3732 1.6281 -2.1151 0.2998 -0.5506
H 2.6230 -0.4814 0.5742 0.0085 1.7490 1.1431
H 3.3718 2.1346 0.2839 -2.0614 -0.4363 0.7266
H 2.5408 3.9697 1.2482 -0.9361 -1.9626 0.5983
H 2.9172 4.0037 3.5700 -0.1588 -1.7806 -0.7785
H 2.6107 2.2173 3.8970 0.8637 0.8027 -1.3006
H 5.1649 1.9627 3.3480 -1.5224 0.6352 -1.9733
H 5.8877 2.8562 0.9378 -0.7497 0.9026 2.5462
H 5.2802 4.6239 1.5594 -1.2774 -2.1069 -0.2611
H -0.7439 1.7444 -2.4426 -0.7075 -0.3396 1.9338
H -1.4397 2.8911 -1.2314 0.4570 -2.1616 0.2412
H -2.6099 -0.1230 -1.6969 0.3678 2.0982 0.3655
H -3.1660 1.4638 -2.4374 1.1556 -0.6386 1.6418
H -3.5179 2.1448 0.3818 0.1601 -1.3503 -1.0580
H -4.7284 1.3458 -0.7571 1.8142 -0.1903 0.8930
H -4.5563 0.1933 1.5175 1.4342 -0.5687 -1.3064
H -2.8481 -0.4303 1.1856 -1.3080 0.3665 -1.0268
H -4.3399 -1.3724 -1.2449 -0.2674 -0.0329 1.8815
H -5.7207 -1.3173 0.0327 1.9950 0.3243 -0.3200
H -4.9524 -3.3651 1.0028 1.4736 1.1331 -0.7603
H -3.3824 -2.5046 1.5027 -0.9987 -0.2144 -1.3990
H -2.2225 -4.6447 1.2145 -0.0703 0.9435 -1.3497
H -1.3345 -3.1875 0.4674 -1.2381 -1.0793 -0.3510
H -1.5373 -4.7687 -0.4972 -1.1821 1.3386 1.0497
H -1.2145 -0.8238 -0.1456 1.7607 1.0670 -0.8714
H 0.5381 -0.8980 0.2806 -1.1076 0.8145 -1.6854
H 1.2886 -1.4343 -1.9289 -2.1600 0.5319 0.0492
H -0.2825 -2.3384 -1.7321 0.5426 2.1231 -0.0049
H -1.4247 -0.4853 -3.4504 1.6774 -0.2295 0.5055
H 0.4286 0.0088 -3.6969 -1.6442 -1.2786 0.4856
H -0.7526 -3.9076 -4.6370 -0.4837 1.4190 0.2104
H 0.6705 3.4494 -2.1126 0.9291 -0.5819 1.9510
H 0.7984 4.0751 -0.3962 0.9834 -0.9604 -0.7154
H 4.1408 3.6271 -3.5519 -1.7459 0.1380 0.5100
H 2.2689 3.2380 -3.8570 1.5532 0.8448 0.7499
H 2.8569 4.9827 -3.6531 0.3652 -1.8805 0.5237
H 4.5380 4.6743 -1.5249 -0.6021 -0.2295 0.1813
C -4.2092 -4.9590 -5.6712 -0.1026 0.2270 0.0314
Cl -2.6889 -5.8501 -5.4299 -0.2188 -0.0257 -0.0157
Cl -3.9983 -3.7768 -6.9825 0.0011 -0.2273 0.2324
Cl -5.5041 -6.0984 -6.1001 0.4391 0.2948 0.1745
Cl -4.6433 -4.1098 -4.1712 0.1359 -0.2075 -0.2743
C 2.5198 -4.5227 -2.1308 0.2786 0.1247 -0.0268
Cl 1.4052 -4.1667 -0.7950 0.1975 -0.2620 -0.0292
Cl 3.8575 -5.5276 -1.5320 -0.2341 0.5362 -0.0659
Cl 1.6532 -5.3967 -3.4148 0.0390 0.1125 0.1170
Cl 3.1545 -2.9974 -2.7805 0.0511 -0.4800 0.1310
C 7.7854 3.0420 5.0592 0.0602 0.0854 0.0220
Cl 7.5422 1.4514 4.3015 0.1563 0.2240 0.1475
Cl 9.0479 2.9164 6.3040 -0.2956 -0.0692 -0.2499
Cl 8.2881 4.2174 3.8236 -0.0752 -0.2353 0.2740
Cl 6.2658 3.5816 5.8086 0.2594 -0.0996 -0.1226
C 8.0621 -5.7602 -0.4613 0.0092 0.1289 0.0180
Cl 8.9519 -5.6531 1.0743 -0.1649 -0.0312 -0.2853
Cl 7.4978 -4.1418 -0.9338 0.0876 -0.3230 0.0863
Cl 9.1340 -6.4065 -1.7239 -0.2182 0.0995 0.2352
Cl 6.6636 -6.8402 -0.2620 0.3822 0.2512 0.0595
C -2.0112 5.0694 5.1988 0.0502 -0.0114 -0.0384
Cl -1.0978 5.1778 6.7208 -0.1737 -0.0151 -0.2322
Cl -2.5571 6.6916 4.7184 0.0977 -0.3302 0.0896
Cl -0.9630 4.3994 3.9274 -0.3896 1.0248 1.2921
Cl -3.4251 4.0143 5.4361 0.2663 0.1688 -0.0277
C -8.4793 -8.5283 -4.8205 0.0565 0.1116 0.0893
Cl -8.7204 -7.1905 -3.6750 0.2781 -0.2717 -0.5448
Cl -8.0221 -7.8636 -6.4046 -0.2924 -0.3057 0.1297
Cl -7.1854 -9.5938 -4.2274 -0.2415 0.2165 -0.1201
Cl -9.9873 -9.4573 -4.9767 0.2742 0.1807 0.0293
C 3.9040 -9.8353 -2.1799 -0.0803 -0.0326 -0.0809
Cl 2.9477 -8.4224 -2.6792 0.1510 -0.5542 0.0232
Cl 3.2822 -10.4563 -0.6341 0.1219 0.1234 -0.2736
Cl 3.7806 -11.1031 -3.4208 0.0239 0.2153 0.2173
Cl 5.6062 -9.3593 -1.9854 -0.4012 -0.1861 -0.1016
C 8.6533 4.4876 -0.7584 0.1276 0.0453 0.0101
Cl 7.9396 5.2479 -2.1990 0.2422 -0.1860 0.2829
Cl 9.4525 2.9702 -1.2251 -0.3592 0.2848 -0.0018
Cl 9.8473 5.5943 -0.0344 -0.2021 -0.0549 -0.1485
Cl 7.3713 4.1417 0.4261 1.8291 0.5554 -1.3360
C 6.3998 8.8555 -1.9110 -0.0153 0.0469 -0.0126
Cl 6.9501 8.6184 -0.2370 -0.0943 0.0188 -0.3038
Cl 7.8089 9.0793 -2.9719 -0.2618 -0.0524 0.2070
Cl 5.4808 7.4281 -2.4400 -0.0439 0.3453 0.0414
Cl 5.3605 10.2949 -1.9948 0.0654 -0.6259 -0.2140
C 1.7080 -5.0219 -8.0431 0.2112 0.2139 0.0544
Cl 1.0160 -4.2690 -9.4975 0.0947 -0.1700 0.2877
Cl 2.5083 -6.5463 -8.4876 -0.1892 0.2355 0.0981
Cl 2.8954 -3.9198 -7.3126 -0.2778 -0.2645 -0.1411
Cl 0.4100 -5.3544 -6.8741 0.1796 0.4320 -0.4493
C -7.4186 1.8833 2.9221 -0.0469 0.0131 -0.0551
Cl -7.9132 2.7000 1.4233 0.1306 -0.5764 0.2047
Cl -5.9290 2.6335 3.5424 -0.2601 -0.1177 -0.1815
Cl -8.7087 2.0381 4.1357 0.2807 -0.0228 -0.1811
Cl -7.1230 0.1618 2.5897 0.2481 0.3615 0.2564
C -10.1570 -6.4318 0.0402 -0.1176 -0.1229 0.0769
Cl -11.5887 -5.3878 0.1861 0.3090 -0.1584 -0.0188
Cl -9.7775 -7.1421 1.6251 -0.1754 0.0075 -0.3656
Cl -10.4871 -7.7312 -1.1274 -0.1366 0.2503 0.5641
Cl -8.7741 -5.4655 -0.5304 -0.2576 -0.1860 -0.1033
C -7.7702 -4.7888 4.1449 0.0271 0.0429 0.0104
Cl -6.9821 -6.2956 4.6642 -0.1544 0.2705 -0.1166
Cl -9.4726 -4.8029 4.6576 0.3179 0.0116 -0.1177
Cl -6.9402 -3.4002 4.8835 -0.1456 -0.2225 -0.1303
Cl -7.6862 -4.6564 2.3742 0.1087 0.1607 0.5002
C 11.7188 5.0273 8.3297 -0.0052 0.0634 -0.0193
Cl 10.9972 5.7812 6.8907 0.1885 -0.0747 0.2842
Cl 12.5203 3.5097 7.8644 -0.1624 0.2566 0.0744
Cl 12.9134 6.1340 9.0432 -0.2223 -0.2192 -0.1299
Cl 10.4440 4.6831 9.5204 0.2266 0.0482 -0.2279
C -11.1065 0.0913 0.7381 0.0728 0.0407 0.0713
Cl -11.4051 1.4182 1.8821 0.1211 -0.2344 -0.3246
Cl -9.8492 -0.9833 1.3908 -0.5505 0.1238 -0.2451
Cl -12.6076 -0.8336 0.4940 0.3596 0.0537 -0.2341
Cl -10.5646 0.7614 -0.8171 -0.1067 -0.1344 0.2799
C -0.5749 -9.5675 -6.5883 -0.0393 -0.0749 0.0432
Cl 0.2261 -11.0855 -6.1238 -0.1344 0.2805 -0.0826
Cl -2.2852 -9.6276 -6.1060 0.3155 0.0277 -0.0914
Cl 0.2228 -8.2031 -5.7739 -0.1728 -0.6539 -0.0016
Cl -0.4627 -9.3526 -8.3494 -0.0091 -0.0013 0.3479
C -14.8627 0.5821 4.4853 -0.0636 -0.0726 -0.0611
Cl -13.9352 2.0321 4.9323 -0.1428 -0.2451 -0.0878
Cl -14.6546 -0.6636 5.7369 -0.0310 0.2364 -0.2188
Cl -16.5854 1.0002 4.3458 0.3096 -0.0604 0.0444
Cl -14.2749 -0.0393 2.9269 -0.3041 0.1601 0.5971
C -9.0146 6.6110 0.9940 0.0592 0.0219 0.0804
Cl -10.2023 5.4588 0.3423 0.2000 0.1639 0.1121
Cl -9.8664 7.9633 1.7733 0.1391 -0.2509 -0.1583
Cl -7.9874 5.7893 2.1894 -0.2020 0.5343 -0.1580
Cl -8.0029 7.2317 -0.3297 -0.1911 -0.1255 0.2426
C 5.9576 14.0159 0.1926 0.0957 -0.0067 0.0496
Cl 5.2455 14.7808 -1.2459 0.1254 -0.1508 0.2518
Cl 6.7544 12.4978 -0.2771 -0.0447 0.6062 0.3087
Cl 7.1534 15.1144 0.9173 -0.2313 -0.1758 -0.1295
Cl 4.6763 13.6708 1.3759 0.2357 0.0556 -0.2282
C 13.2245 1.9687 0.6729 0.0067 0.0895 0.0370
Cl 13.7734 1.7464 2.3495 -0.0987 0.0224 -0.3012
Cl 14.6337 2.1995 -0.3865 -0.2575 -0.0528 0.1907
Cl 12.3192 0.5302 0.1500 0.1401 0.2560 0.0854
Cl 12.1715 3.3975 0.5782 0.4449 -0.3403 0.1454